# 1
Computed, not measured: a cluster of 19 separate species, C76H114O38 in total in a non-equilibrium geometry, with ωB97M-V/def2-TZVPD.

For the HOMO energy, the calculation gives -9.44 eV. The value obtained for the energy above the lowest of the compared OMol25 structures with the same formula, charge and spin is 0.0 kJ/mol. As for the total charge: 0.

Geometry (Å):
O -0.979 -5.832 2.071
C 0.151 -5.676 1.765
O 0.627 -6.237 0.676
C 2.034 -5.869 0.435
C 2.441 -5.115 1.773
C 1.169 -4.749 2.427
H 2.077 -5.161 -0.403
H 2.577 -6.775 0.248
H 3.079 -4.284 1.499
H 3.051 -5.862 2.326
H 0.725 -3.744 2.254
H 1.137 -4.884 3.490
O 1.987 -3.583 5.975
C 2.371 -2.783 5.206
O 1.740 -1.599 4.983
C 2.316 -0.846 3.933
C 3.266 -1.827 3.224
C 3.527 -2.935 4.239
H 2.872 -0.012 4.428
H 1.554 -0.456 3.272
H 4.038 -1.266 2.743
H 2.661 -2.281 2.403
H 4.416 -2.822 4.899
H 3.609 -3.924 3.822
O -2.875 -2.285 1.692
C -3.446 -3.369 1.798
O -4.142 -3.690 2.870
C -4.870 -4.877 2.704
C -4.411 -5.552 1.341
C -3.550 -4.430 0.711
H -5.928 -4.545 2.552
H -4.943 -5.514 3.560
H -5.285 -5.869 0.782
H -3.747 -6.401 1.492
H -4.136 -4.090 -0.147
H -2.525 -4.800 0.402
O 1.467 3.385 -4.705
C 2.296 3.645 -3.865
O 2.952 2.690 -3.224
C 3.764 3.192 -2.119
C 3.410 4.699 -2.081
C 2.921 4.974 -3.486
H 4.824 2.945 -2.375
H 3.420 2.689 -1.233
H 4.242 5.275 -1.731
H 2.615 4.825 -1.316
H 3.662 5.230 -4.236
H 2.145 5.758 -3.589
O 2.334 7.607 0.916
C 1.542 7.451 0.069
O 1.694 8.012 -1.085
C 0.504 7.846 -1.975
C -0.356 6.721 -1.302
C 0.154 6.778 0.172
H 0.882 7.632 -2.987
H 0.043 8.819 -2.045
H 0.059 5.792 -1.731
H -1.439 6.756 -1.469
H 0.320 5.829 0.667
H -0.483 7.234 0.904
O -3.076 -4.817 5.567
C -2.787 -3.647 5.488
O -3.682 -2.606 5.677
C -3.015 -1.373 5.287
C -1.500 -1.649 5.313
C -1.441 -3.115 5.005
H -3.312 -0.539 5.969
H -3.379 -1.046 4.316
H -1.164 -1.568 6.313
H -0.978 -0.963 4.718
H -0.554 -3.558 5.442
H -1.407 -3.366 3.932
O 0.181 -2.390 -1.842
C -0.044 -3.539 -2.046
O -1.087 -4.134 -1.333
C -1.283 -5.492 -1.746
C -0.001 -5.878 -2.500
C 0.452 -4.497 -3.089
H -2.156 -5.432 -2.404
H -1.444 -6.135 -0.877
H -0.280 -6.587 -3.302
H 0.674 -6.288 -1.781
H -0.032 -4.270 -4.030
H 1.542 -4.549 -3.260
O -1.611 5.112 2.602
C -2.135 4.798 1.538
O -3.108 5.530 0.974
C -3.778 4.725 -0.020
C -2.737 3.753 -0.576
C -1.815 3.618 0.706
H -4.147 5.378 -0.807
H -4.600 4.281 0.556
H -2.112 4.176 -1.384
H -3.175 2.794 -0.850
H -0.698 3.567 0.606
H -2.087 2.718 1.281
O -2.488 -3.999 -4.455
C -3.470 -4.341 -5.090
O -4.078 -5.500 -4.832
C -5.008 -5.875 -5.874
C -5.347 -4.527 -6.613
C -3.997 -3.715 -6.470
H -5.886 -6.332 -5.392
H -4.470 -6.536 -6.571
H -6.082 -4.060 -5.946
H -5.828 -4.478 -7.607
H -4.021 -2.630 -6.428
H -3.137 -3.942 -7.152
O -5.307 1.654 5.415
C -5.396 1.277 4.283
O -5.728 0.000 3.941
C -5.409 -0.231 2.486
C -4.935 1.131 1.873
C -5.155 2.125 3.057
H -6.358 -0.493 2.042
H -4.633 -0.983 2.561
H -5.396 1.351 0.866
H -3.927 0.975 1.505
H -5.924 2.894 3.036
H -4.279 2.711 3.237
O -0.445 -2.775 -6.737
C -0.253 -1.687 -6.307
O -1.201 -0.757 -6.495
C -0.755 0.562 -6.170
C 0.275 0.263 -5.049
C 0.858 -1.060 -5.482
H -1.600 1.073 -5.760
H -0.385 1.062 -7.082
H -0.318 0.110 -4.127
H 1.019 1.012 -4.901
H 1.155 -1.730 -4.648
H 1.776 -1.043 -6.106
O 4.101 -3.988 -1.838
C 3.884 -2.834 -1.636
O 3.986 -2.355 -0.400
C 3.714 -0.939 -0.265
C 3.901 -0.454 -1.705
C 3.524 -1.735 -2.563
H 4.367 -0.506 0.478
H 2.697 -0.840 0.158
H 4.939 -0.165 -1.790
H 3.319 0.397 -2.038
H 4.102 -1.747 -3.457
H 2.472 -1.819 -2.804
O 5.482 -6.225 0.914
C 6.025 -5.147 0.905
O 5.914 -4.315 1.921
C 6.512 -3.012 1.592
C 7.475 -3.278 0.426
C 6.835 -4.544 -0.253
H 7.053 -2.697 2.510
H 5.744 -2.227 1.428
H 8.474 -3.688 0.860
H 7.616 -2.407 -0.261
H 7.502 -5.295 -0.633
H 6.092 -4.417 -1.027
O -3.528 2.474 -6.100
C -3.600 3.540 -5.602
O -4.252 4.486 -6.247
C -4.174 5.735 -5.578
C -3.681 5.404 -4.190
C -3.067 3.991 -4.303
H -5.145 6.243 -5.641
H -3.426 6.375 -6.080
H -4.486 5.340 -3.470
H -3.027 6.166 -3.888
H -3.307 3.237 -3.506
H -1.981 4.023 -4.272
O 6.241 0.103 1.379
C 6.836 1.161 1.375
O 7.095 1.810 0.240
C 7.744 3.072 0.468
C 8.008 3.184 1.946
C 7.564 1.846 2.541
H 6.963 3.770 0.183
H 8.644 3.186 -0.116
H 7.373 3.990 2.421
H 9.035 3.406 2.074
H 6.830 1.887 3.362
H 8.401 1.168 2.806
O -1.888 1.707 3.490
C -1.551 2.169 4.556
O -0.427 1.850 5.207
C -0.431 2.356 6.583
C -1.386 3.560 6.555
C -2.308 3.156 5.351
H 0.558 2.596 6.906
H -0.834 1.583 7.270
H -0.851 4.463 6.300
H -1.877 3.765 7.503
H -2.498 3.940 4.640
H -3.280 2.755 5.687
O -4.760 1.548 -1.555
C -4.299 0.525 -2.159
O -3.124 0.489 -2.777
C -2.919 -0.861 -3.272
C -3.928 -1.766 -2.490
C -5.015 -0.787 -2.145
H -1.890 -1.118 -3.154
H -3.186 -0.931 -4.315
H -3.481 -2.176 -1.578
H -4.191 -2.601 -3.167
H -5.433 -0.960 -1.181
H -5.866 -0.728 -2.831
O 1.358 2.037 -0.171
C 0.527 1.155 0.060
O 0.398 0.546 1.188
C -0.675 -0.428 1.133
C -1.542 0.137 0.036
C -0.490 0.667 -0.902
H -1.124 -0.462 2.133
H -0.247 -1.381 0.873
H -2.169 0.907 0.450
H -2.246 -0.540 -0.316
H -0.725 1.424 -1.650
H -0.099 -0.231 -1.412
O 4.900 3.123 1.556
C 3.872 3.267 2.169
O 3.656 2.763 3.416
C 2.438 3.286 3.958
C 1.586 3.842 2.804
C 2.737 4.163 1.755
H 2.776 4.102 4.638
H 1.931 2.502 4.444
H 1.024 4.710 3.054
H 0.879 3.069 2.485
H 3.126 5.172 1.768
H 2.528 3.918 0.711

=====

# 2
Computed, not measured: a cluster of 13 separate species, C76H164N2 in total in a non-equilibrium geometry, with ωB97M-V/def2-TZVPD.

For the HOMO energy, the calculation gives -9.42 eV. As for the total charge: 0.

Geometry (Å):
C 3.836 -0.828 -1.946
C 5.150 -0.913 -2.692
C 6.290 -1.643 -1.912
C 7.383 -2.255 -2.860
C 8.129 -1.285 -3.831
C 9.162 -2.126 -4.556
H 2.937 -0.539 -2.491
H 3.916 -0.125 -1.117
H 3.527 -1.821 -1.618
H 4.953 -1.304 -3.691
H 5.481 0.095 -2.940
H 5.884 -2.461 -1.316
H 6.809 -0.930 -1.271
H 8.117 -2.821 -2.285
H 6.893 -2.980 -3.510
H 7.467 -0.697 -4.466
H 8.577 -0.502 -3.218
H 8.810 -2.783 -5.351
H 9.885 -1.412 -4.950
H 9.792 -2.771 -3.944
C -4.472 -5.775 5.582
C -3.408 -4.820 5.194
C -3.670 -3.935 3.949
C -2.485 -2.941 3.599
C -2.195 -1.843 4.654
C -3.282 -0.762 4.826
H -4.103 -6.697 6.031
H -4.967 -6.064 4.655
H -5.169 -5.336 6.295
H -2.934 -4.310 6.032
H -2.532 -5.420 4.946
H -4.594 -3.373 4.085
H -3.791 -4.578 3.077
H -1.562 -3.370 3.211
H -2.777 -2.385 2.708
H -2.078 -2.219 5.670
H -1.250 -1.343 4.439
H -3.512 -0.410 3.820
H -4.199 -1.235 5.176
H -3.016 0.108 5.428
C 1.044 -3.394 -4.054
C -0.295 -2.700 -3.960
C -0.220 -1.308 -3.367
C 0.229 -0.305 -4.442
C 0.155 1.134 -3.773
C 0.608 2.201 -4.664
H 1.217 -3.535 -5.121
H 0.999 -4.436 -3.738
H 1.880 -2.924 -3.536
H -0.777 -2.625 -4.935
H -0.979 -3.212 -3.283
H 0.489 -1.379 -2.542
H -1.188 -1.048 -2.939
H 1.285 -0.470 -4.655
H -0.436 -0.246 -5.304
H -0.843 1.291 -3.364
H 0.797 1.085 -2.893
H 0.566 3.200 -4.231
H 1.661 2.009 -4.872
H 0.033 2.309 -5.584
C 4.831 -0.147 2.678
C 5.556 0.979 1.920
C 5.624 2.226 2.803
C 4.253 2.737 3.314
C 3.177 3.154 2.277
C 1.961 3.957 2.846
H 5.082 -0.176 3.739
H 5.137 -1.094 2.232
H 3.742 -0.108 2.638
H 6.591 0.769 1.649
H 5.011 1.215 1.006
H 6.170 3.014 2.284
H 6.269 1.947 3.635
H 3.964 1.943 4.003
H 4.374 3.626 3.934
H 3.704 3.758 1.538
H 2.823 2.287 1.719
H 1.657 3.393 3.728
H 2.257 4.958 3.158
H 1.103 4.031 2.178
C -9.177 1.637 -3.881
C -8.338 0.511 -3.405
C -6.878 0.853 -3.426
C -5.973 -0.281 -2.865
C -4.482 0.109 -2.842
C -3.681 -0.053 -4.156
H -10.234 1.405 -4.016
H -8.907 2.023 -4.863
H -9.060 2.476 -3.195
H -8.486 0.379 -2.333
H -8.483 -0.441 -3.916
H -6.763 1.742 -2.806
H -6.556 1.183 -4.414
H -6.279 -0.554 -1.856
H -6.246 -1.176 -3.424
H -4.447 1.162 -2.565
H -3.934 -0.517 -2.138
H -3.225 -1.033 -4.295
H -4.404 0.081 -4.961
H -2.888 0.682 -4.292
C 2.553 3.290 -1.258
C 3.737 4.169 -1.682
C 4.803 3.398 -2.534
C 4.285 2.943 -3.903
C 5.457 2.519 -4.854
C 5.016 2.214 -6.253
H 2.039 3.022 -2.181
H 1.924 3.890 -0.600
H 2.773 2.387 -0.689
H 3.435 5.001 -2.319
H 4.235 4.616 -0.821
H 5.158 2.582 -1.903
H 5.670 4.028 -2.731
H 3.547 2.150 -3.783
H 3.681 3.737 -4.341
H 6.032 3.443 -4.917
H 6.092 1.725 -4.462
H 5.853 1.923 -6.887
H 4.239 1.450 -6.242
H 4.499 3.025 -6.766
C -3.081 -4.928 -0.972
C -1.876 -5.029 -0.023
C -1.503 -6.518 0.155
C -2.190 -7.152 1.363
C -1.807 -8.652 1.539
C -0.342 -8.773 1.937
H -3.856 -5.624 -0.651
H -2.777 -5.291 -1.954
H -3.526 -3.947 -1.135
H -1.057 -4.504 -0.516
H -2.059 -4.528 0.927
H -0.423 -6.583 0.283
H -1.716 -7.100 -0.742
H -1.965 -6.583 2.265
H -3.262 -7.176 1.166
H -2.530 -9.112 2.213
H -2.009 -9.087 0.560
H 0.339 -8.409 1.168
H -0.135 -8.136 2.797
H -0.005 -9.791 2.133
C -2.167 3.444 -0.323
C -2.206 1.921 -0.250
C -0.839 1.450 0.234
C -0.780 -0.070 0.445
C 0.655 -0.401 1.094
C 0.848 -1.899 1.397
H -1.857 3.953 0.590
H -3.140 3.831 -0.625
H -1.453 3.741 -1.091
H -2.945 1.617 0.492
H -2.508 1.459 -1.190
H -0.548 1.937 1.165
H -0.092 1.665 -0.531
H -1.427 -0.266 1.301
H -1.092 -0.737 -0.358
H 1.391 -0.104 0.347
H 0.816 0.083 2.058
H 1.863 -2.141 1.714
H 0.178 -2.266 2.175
H 0.757 -2.555 0.531
C 5.812 -4.096 2.840
C 5.885 -4.994 1.627
C 4.809 -4.569 0.636
C 4.825 -5.516 -0.558
C 3.674 -5.164 -1.533
C 2.208 -5.378 -0.988
H 4.823 -4.146 3.297
H 5.991 -3.059 2.557
H 6.565 -4.294 3.604
H 6.897 -4.954 1.225
H 5.759 -5.998 2.032
H 4.888 -3.503 0.426
H 3.835 -4.630 1.122
H 5.776 -5.446 -1.085
H 4.676 -6.514 -0.144
H 3.719 -4.147 -1.923
H 3.798 -5.798 -2.411
H 2.187 -6.343 -0.482
H 2.103 -4.682 -0.156
H 1.424 -5.311 -1.743
C 1.092 -0.056 10.560
C 1.729 0.042 9.179
C 1.140 1.204 8.370
C 1.497 1.145 6.912
C 0.826 -0.018 6.120
C 1.508 -0.275 4.845
H 0.041 -0.329 10.458
H 1.199 0.936 11.001
H 1.581 -0.807 11.180
H 2.784 0.300 9.271
H 1.693 -0.874 8.588
H 1.466 2.203 8.660
H 0.055 1.174 8.472
H 1.311 2.111 6.441
H 2.583 1.074 6.852
H 0.621 -0.903 6.722
H -0.158 0.341 5.819
H 0.939 -1.061 4.348
H 1.442 0.597 4.194
H 2.533 -0.601 5.018
C -2.535 5.486 -3.381
C -2.908 4.059 -3.750
C -4.463 3.883 -3.762
C -5.322 4.856 -4.608
C -6.818 4.431 -4.599
C -7.632 5.501 -5.304
H -1.502 5.776 -3.573
H -2.952 5.646 -2.386
H -3.104 6.214 -3.959
H -2.554 3.850 -4.759
H -2.511 3.331 -3.042
H -4.777 3.792 -2.723
H -4.767 2.917 -4.164
H -5.265 5.920 -4.376
H -4.941 4.720 -5.620
H -6.864 3.427 -5.019
H -7.152 4.227 -3.581
H -8.700 5.310 -5.407
H -7.564 6.477 -4.823
H -7.236 5.574 -6.317
N -5.166 5.657 0.502
C -6.024 5.792 -0.550
C -5.993 6.830 -1.484
C -4.967 7.786 -1.385
C -4.090 7.700 -0.266
C -4.199 6.627 0.601
H -6.788 5.029 -0.527
H -6.773 6.875 -2.229
H -4.919 8.673 -2.000
H -3.420 8.538 -0.145
H -3.520 6.553 1.437
N -2.717 5.100 3.383
C -1.692 4.958 4.258
C -1.071 3.768 4.583
C -1.566 2.597 3.964
C -2.669 2.692 3.148
C -3.196 3.953 2.807
H -1.394 5.819 4.836
H -0.399 3.710 5.427
H -1.140 1.655 4.276
H -3.074 1.772 2.751
H -3.961 4.116 2.063